(1)
{
  "formula": "CH12N2O3",
  "method": "ωB97M-V/def2-TZVPD",
  "species": ["N", "C", "N", "H", "H", "H", "H", "H", "H", "H", "H", "O", "H", "H", "O", "H", "H", "O"],
  "positions_angstrom": [[0.5466, -0.1652, -0.4924], [0.7522, -1.2746, 0.4709], [2.1169, -1.3430, 1.0545], [1.4804, 0.1465, -0.7934], [0.0370, -0.4965, -1.3266], [0.1230, -1.0406, 1.3606], [0.5715, -2.2583, 0.0026], [1.9809, -1.9501, 1.8663], [2.2141, -0.4590, 1.5738], [3.7040, 2.5010, -0.5856], [2.7029, 3.5096, -0.1948], [3.1042, 3.1265, -1.0005], [0.2267, 1.4119, 0.6237], [-0.0092, 2.9037, 0.7046], [0.5572, 2.2022, 1.0466], [-6.3525, -1.6311, -1.6185], [-7.0593, -2.6560, -0.8954], [-6.6965, -2.5270, -1.7965]],
  "atomic_forces_ev_per_a": [[0.768, -0.647, -0.227], [-0.217, 0.192, 0.787], [-0.380, 0.857, 0.327], [-0.574, -0.094, -0.114], [0.527, 0.265, 0.677], [-0.501, -0.681, -0.930], [-0.308, 0.440, 0.411], [0.333, -0.403, -0.395], [0.287, -0.014, -0.522], [0.255, -0.258, -0.276], [-0.099, -0.137, -0.719], [-0.193, 0.296, 0.981], [-0.083, -0.815, -0.687], [0.112, -0.048, 0.121], [0.073, 1.046, 0.565], [0.114, -0.336, -0.808], [-0.034, -0.629, -0.752], [-0.080, 0.966, 1.561]],
  "lowdin_charge": [-0.03, -0.35, -0.03, 0.08, 0.09, 0.10, 0.11, 0.06, 0.06, 0.03, 0.03, -0.08, -0.04, 0.04, -0.08, 0.04, 0.04, -0.08],
  "multiplicity": 1,
  "molar_mass_g_mol": 100.1,
  "relative_energy_ev": 0.974,
  "smiles": "NCN.O.O.O"
}

***

(2)
{
  "formula": "CH12N2O4",
  "method": "ωB97M-V/def2-TZVPD",
  "species": ["N", "C", "N", "H", "H", "H", "H", "H", "H", "O", "H", "H", "O", "H", "H", "O", "H", "H", "O"],
  "positions_angstrom": [[2.9996, 2.0083, -2.0707], [3.9706, 1.1394, -2.5064], [4.2421, 0.0284, -1.9549], [2.2688, 1.7727, -1.4232], [3.1283, 2.9860, -2.2460], [4.3239, 1.4848, -3.4759], [5.0830, -0.2924, -2.4165], [-3.3087, 0.4369, 4.4252], [-4.4954, 0.3020, 5.4170], [-3.6848, 0.7894, 5.2419], [-2.1262, -2.4743, -0.2709], [-3.2831, -1.5825, -0.6966], [-2.8118, -1.8980, 0.0811], [-0.0564, -2.7285, -2.1463], [1.2409, -2.4459, -2.7570], [0.6984, -2.1270, -2.0228], [-3.8099, 1.0460, 1.9188], [-2.6410, 0.0534, 1.7639], [-2.9265, 0.8369, 2.2460]],
  "atomic_forces_ev_per_a": [[-0.319, 0.076, -0.147], [-1.185, 0.229, 0.190], [0.418, 0.618, 0.067], [0.370, -0.303, 0.331], [-0.122, 0.011, -0.270], [0.935, 0.105, 0.096], [-0.092, -0.763, -0.286], [-0.143, 0.106, -0.114], [0.131, -0.052, -0.138], [0.003, 0.036, 0.173], [0.058, 0.045, 0.116], [-0.008, 0.018, 0.023], [-0.052, 0.063, -0.034], [0.094, 0.420, 0.394], [0.427, 0.420, 0.200], [-0.530, -0.841, -0.608], [0.188, -0.095, 0.026], [-0.082, -0.091, -0.171], [-0.091, 0.001, 0.151]],
  "lowdin_charge": [0.06, -0.40, 0.06, 0.09, 0.08, 0.11, 0.02, 0.00, 0.03, -0.07, 0.03, 0.04, -0.05, 0.03, 0.04, -0.07, 0.05, 0.02, -0.05],
  "multiplicity": 1,
  "molar_mass_g_mol": 116.1,
  "relative_energy_ev": 1.531,
  "smiles": "[H]/N=C/N.O.O.O.O"
}

***

(3)
{
  "formula": "CH12O4",
  "method": "ωB97M-V/def2-TZVPD",
  "species": ["C", "H", "H", "H", "H", "H", "H", "O", "H", "H", "O", "H", "H", "O", "H", "H", "O"],
  "positions_angstrom": [[1.9376, 2.3400, 0.1633], [1.5407, 1.5501, 0.8215], [2.9440, 2.5872, 0.5215], [1.3320, 3.2389, 0.1263], [1.9408, 1.9273, -0.8405], [-0.5045, 0.0452, 2.9161], [-0.1182, -0.2329, 1.3689], [-0.5307, -0.5384, 2.1645], [1.0576, -0.9498, -2.2537], [1.0769, -0.3049, -0.8898], [1.0227, -0.0963, -1.8170], [-2.4237, 0.5653, -1.2675], [-0.9141, 0.7721, -1.1908], [-1.7352, 0.9137, -0.7136], [-0.5397, -3.3973, -0.0059], [-0.5085, -2.4411, 1.1102], [-0.8009, -2.4985, 0.1873]],
  "atomic_forces_ev_per_a": [[0.208, -0.430, 0.121], [-0.134, 0.573, -0.029], [-0.199, -0.073, -0.299], [-0.226, -0.045, 0.375], [0.369, 0.033, -0.114], [0.380, 0.662, -0.259], [0.132, 0.996, -0.187], [-0.586, -1.654, 0.525], [-0.099, -0.139, -0.095], [0.077, -0.223, 0.552], [-0.071, 0.282, -0.463], [-0.355, -0.302, -0.333], [0.141, -0.131, -0.329], [0.338, 0.440, 0.587], [-0.046, -0.427, -0.524], [-0.386, 0.563, 0.020], [0.456, -0.123, 0.450]],
  "lowdin_charge": [-0.04, 0.01, 0.02, 0.02, 0.00, 0.04, 0.00, -0.04, 0.05, 0.01, -0.04, 0.03, -0.01, -0.05, 0.03, 0.02, -0.06],
  "multiplicity": 1,
  "molar_mass_g_mol": 88.1,
  "relative_energy_ev": 0.840,
  "smiles": "C.O.O.O.O"
}

***

(4)
{
  "formula": "CH12O4S2",
  "method": "ωB97M-V/def2-TZVPD",
  "species": ["C", "S", "S", "H", "H", "H", "H", "H", "H", "O", "H", "H", "O", "H", "H", "O", "H", "H", "O"],
  "positions_angstrom": [[1.1468, -0.8593, -1.7827], [0.8890, -2.6381, -1.7032], [0.4676, -3.1710, -3.6065], [1.2809, -0.5695, -2.8217], [0.3970, -0.2687, -1.2872], [2.0845, -0.5485, -1.3006], [1.6532, -3.7432, -3.8641], [-2.0828, 0.2432, -1.8927], [-2.3647, 0.4410, -0.4437], [-2.0092, -0.2211, -1.0518], [1.5347, 2.2153, 3.0898], [2.8182, 2.5227, 3.7572], [1.8716, 2.6622, 3.8775], [-0.4164, 0.8448, 1.0768], [-0.4632, 2.3264, 1.0624], [0.1673, 1.6088, 0.9222], [-2.4218, -0.4160, 1.2148], [-2.4467, -0.4683, 2.7547], [-2.1059, 0.0392, 1.9989]],
  "atomic_forces_ev_per_a": [[1.242, 0.661, -0.121], [-0.129, 0.082, 0.874], [-0.047, -0.212, -0.374], [-0.308, 0.033, -0.090], [-0.669, -0.109, -0.069], [-0.025, -0.531, 0.013], [0.027, 0.072, -0.227], [0.105, -0.226, -0.197], [0.082, 0.021, -0.119], [-0.335, 0.425, 0.247], [-0.416, 0.059, -0.004], [0.043, 0.189, 0.311], [0.295, -0.288, -0.423], [0.461, 0.035, 0.147], [0.287, 0.191, -0.004], [-0.585, -0.155, 0.085], [-0.089, -0.460, 0.077], [0.218, 0.265, -0.416], [-0.156, -0.053, 0.291]],
  "lowdin_charge": [-0.49, 0.35, 0.29, 0.02, -0.02, 0.04, -0.20, 0.06, 0.03, -0.05, 0.01, 0.03, -0.07, 0.00, 0.04, -0.06, 0.02, 0.07, -0.04],
  "multiplicity": 1,
  "molar_mass_g_mol": 152.2,
  "relative_energy_ev": 0.861,
  "smiles": "CSS.O.O.O.O"
}

***

(5)
{
  "formula": "CH13N2O4",
  "method": "ωB97M-V/def2-TZVPD",
  "species": ["N", "C", "N", "H", "H", "H", "H", "H", "H", "H", "O", "H", "H", "O", "H", "H", "O", "H", "H", "O"],
  "positions_angstrom": [[2.8699, 0.0627, 0.1740], [2.0909, 0.8571, -0.5098], [0.9018, 0.5667, -1.0192], [2.5485, -0.8013, 0.6155], [3.7464, 0.5100, 0.3974], [2.4470, 1.8573, -0.7443], [0.3971, 1.4329, -1.2252], [0.2883, -0.0341, -0.5345], [-3.6033, 0.6811, 1.0278], [-3.8379, -0.7977, 0.9970], [-3.1908, -0.1369, 0.7204], [-1.5330, -1.1527, 0.5210], [-1.2401, -1.8863, -0.7710], [-0.7922, -1.5419, 0.0129], [1.5758, -2.0611, 2.6048], [0.7583, -2.1297, 1.2364], [1.6236, -1.9954, 1.6510], [-2.2494, 1.9710, -1.2349], [-1.3819, 2.2054, -2.4328], [-1.4189, 2.3930, -1.4865]],
  "atomic_forces_ev_per_a": [[-0.110, 1.331, -0.462], [-0.170, -0.413, -0.364], [0.709, 2.428, 0.339], [0.020, -0.301, 0.225], [0.162, -0.624, 0.405], [0.316, -0.244, -0.061], [-0.168, -0.326, -0.405], [-0.727, -1.867, 0.501], [0.283, 0.049, -0.017], [0.036, -0.141, -0.104], [-0.356, 0.015, 0.177], [0.263, 0.061, -0.110], [0.235, -0.153, 0.014], [-0.479, 0.203, 0.200], [-0.314, -0.118, 0.109], [-0.114, -0.120, 0.381], [0.361, 0.260, -0.700], [0.023, 0.082, 0.222], [0.016, 0.269, -0.095], [0.014, -0.392, -0.255]],
  "lowdin_charge": [0.21, -0.16, 0.19, 0.09, 0.14, 0.16, 0.09, 0.06, 0.07, 0.07, -0.05, 0.03, 0.08, -0.06, 0.07, 0.02, -0.04, 0.05, 0.06, -0.05],
  "multiplicity": 1,
  "molar_mass_g_mol": 117.1,
  "relative_energy_ev": 0.000,
  "charge": 1
}

***

(6)
{
  "formula": "CH13NO4",
  "method": "ωB97M-V/def2-TZVPD",
  "species": ["C", "N", "H", "H", "H", "H", "H", "H", "H", "O", "H", "H", "O", "H", "H", "O", "H", "H", "O"],
  "positions_angstrom": [[-3.6075, 1.1036, 2.2258], [-2.4951, 0.4466, 2.9158], [-4.5406, 1.1126, 2.7873], [-3.8187, 0.5565, 1.3090], [-3.3356, 2.1207, 1.9627], [-2.2553, 0.9520, 3.7566], [-2.7173, -0.5113, 3.1358], [1.0387, 3.2892, 0.1952], [-0.2289, 2.5379, -0.0929], [0.2962, 3.2788, -0.4268], [-1.6462, -0.1669, 0.2798], [-0.9252, 0.6325, 1.2747], [-0.7487, 0.1468, 0.4510], [0.8520, -1.4779, -4.1334], [1.6680, -0.1990, -4.3424], [1.6424, -1.1385, -4.5652], [3.9410, -4.1041, 0.1781], [4.3312, -2.9625, -0.7606], [4.6545, -3.7882, -0.3880]],
  "atomic_forces_ev_per_a": [[-0.056, -0.439, 0.026], [0.127, 0.522, -0.361], [-0.116, 0.152, 0.170], [0.031, 0.065, -0.181], [0.020, 0.102, -0.024], [-0.029, -0.205, 0.152], [0.017, -0.058, 0.213], [-0.115, 0.153, -0.313], [-0.028, -0.062, -0.332], [0.154, -0.208, 0.574], [0.223, -0.160, -0.284], [0.206, -0.330, 0.177], [-0.430, 0.456, 0.169], [0.035, 0.057, -0.003], [-0.038, -0.206, -0.022], [0.003, 0.159, 0.043], [0.088, 0.064, -0.091], [-0.020, -0.007, -0.013], [-0.073, -0.055, 0.097]],
  "lowdin_charge": [-0.18, -0.07, 0.06, 0.06, 0.07, 0.07, 0.07, 0.04, 0.00, -0.07, 0.02, 0.01, -0.08, 0.03, 0.04, -0.06, 0.03, 0.03, -0.06],
  "multiplicity": 1,
  "molar_mass_g_mol": 103.1,
  "relative_energy_ev": 0.995,
  "smiles": "CN.O.O.O.O"
}

***

| no. | E_HOMO (eV) |
| --- | --- |
| 1 | -9.692 |
| 2 | -9.253 |
| 3 | -10.999 |
| 4 | -8.725 |
| 5 | -15.064 |
| 6 | -10.138 |